[1]
Computed, not measured: 2 unconnected molecules or ions with the total composition C9H14, with ωB97M-V/def2-TZVPD.

Calculated values
HOMO-LUMO gap   9.956 eV
SMILES string   Cc1ccccc1.CC

Last column: natural (NBO) charge in e.
Element x y z (Å)
C  -0.27  -1.15  0.33  -0.64
C  -1.70  2.28  -0.45  -0.20
C  -0.78  1.24  -0.23  -0.21
C  -3.04  2.08  -0.23  -0.23
C  -1.22  -0.02  0.09  -0.02
C  -3.51  0.78  -0.01  -0.20
C  -2.60  -0.21  0.32  -0.21
H  -1.23  3.21  -0.75  0.21
H  0.25  1.49  -0.41  0.20
H  -3.73  2.90  -0.39  0.21
H  -4.55  0.47  -0.08  0.22
H  -0.40  -1.46  1.39  0.22
H  0.79  -0.98  0.23  0.23
H  -2.88  -1.19  0.68  0.20
H  -0.56  -2.09  -0.13  0.22
C  3.11  -0.53  0.60  -0.63
C  3.21  -1.30  -0.69  -0.62
H  2.71  0.48  0.44  0.21
H  2.52  -1.02  1.37  0.21
H  4.09  -0.30  1.02  0.21
H  4.09  -1.97  -0.72  0.21
H  3.29  -0.67  -1.57  0.21
H  2.43  -2.05  -0.81  0.21

---

[2]
Computed, not measured: 2 unconnected molecules or ions with the total composition C9H14, with ωB97M-V/def2-TZVPD.

Calculated values
HOMO-LUMO gap   10.038 eV
SMILES string   Cc1ccccc1.CC

Last column: natural (NBO) charge in e.
Element x y z (Å)
C  1.66  0.23  0.76  -0.64
C  -1.73  -1.11  -0.37  -0.20
C  -0.58  -0.37  -0.28  -0.22
C  -1.77  -2.39  0.20  -0.22
C  0.45  -0.65  0.68  0.00
C  -0.78  -2.68  1.12  -0.20
C  0.38  -1.92  1.21  -0.23
H  -2.63  -0.75  -0.87  0.21
H  -0.60  0.65  -0.67  0.20
H  -2.60  -3.08  0.10  0.21
H  -0.95  -3.57  1.72  0.21
H  1.43  1.21  1.19  0.22
H  2.18  0.20  -0.19  0.23
H  1.05  -2.28  2.00  0.21
H  2.34  -0.19  1.52  0.21
C  0.19  3.90  -1.32  -0.61
C  1.34  2.83  -1.34  -0.60
H  0.06  4.15  -2.37  0.20
H  -0.71  3.38  -1.00  0.20
H  0.41  4.81  -0.77  0.21
H  1.89  2.81  -0.41  0.20
H  2.09  3.06  -2.09  0.20
H  0.84  1.90  -1.55  0.20

---

[3]
Computed, not measured: 2 unconnected molecules or ions with the total composition C9H14, with ωB97M-V/def2-TZVPD.

Calculated values
HOMO-LUMO gap   10.177 eV
SMILES string   Cc1ccccc1.CC

Last column: natural (NBO) charge in e.
Element x y z (Å)
C  -1.85  1.99  0.07  -0.62
C  -1.56  1.52  -1.35  -0.62
H  -2.21  1.22  0.75  0.21
H  -0.88  2.18  0.53  0.20
H  -2.49  2.87  0.10  0.21
H  -1.61  0.44  -1.46  0.21
H  -0.57  1.80  -1.70  0.20
H  -2.32  1.87  -2.06  0.20
C  2.70  0.24  -0.25  -0.63
C  1.55  -0.62  0.18  0.00
C  1.13  -1.76  -0.51  -0.22
C  0.75  -0.19  1.23  -0.22
C  0.02  -2.46  -0.08  -0.20
C  -0.43  -0.83  1.57  -0.20
C  -0.83  -1.97  0.89  -0.23
H  2.66  0.37  -1.34  0.22
H  3.66  -0.23  -0.02  0.22
H  1.65  -2.12  -1.39  0.21
H  0.95  0.73  1.78  0.21
H  -0.23  -3.37  -0.62  0.21
H  -1.07  -0.35  2.30  0.21
H  -1.70  -2.56  1.17  0.22
H  2.68  1.23  0.18  0.22

---

[4]
Computed, not measured: 2 unconnected molecules or ions with the total composition C9H14, with ωB97M-V/def2-TZVPD.

Calculated values
HOMO-LUMO gap   9.639 eV
SMILES string   Cc1ccccc1.CC

Last column: natural (NBO) charge in e.
Element x y z (Å)
C  -1.75  3.12  -0.28  -0.61
C  -1.15  4.31  -1.01  -0.62
H  -1.76  3.17  0.73  0.21
H  -2.66  2.87  -0.68  0.21
H  -1.01  2.23  -0.34  0.19
H  -2.15  4.67  -1.65  0.19
H  -0.89  5.30  -0.50  0.22
H  -0.33  4.11  -1.73  0.21
C  -1.31  -1.73  -0.36  -0.64
C  2.66  -2.07  1.22  -0.24
C  2.27  -1.04  0.36  -0.23
C  1.76  -3.24  1.38  -0.20
C  1.03  -1.05  -0.34  -0.21
C  0.47  -3.16  0.78  -0.24
C  0.07  -2.08  -0.06  -0.01
H  3.75  -1.84  1.63  0.23
H  3.20  -0.38  0.15  0.22
H  2.20  -4.23  1.91  0.23
H  0.73  -0.14  -0.94  0.21
H  -0.18  -4.00  0.78  0.21
H  -1.93  -2.59  -0.05  0.21
H  -1.58  -1.39  -1.32  0.23
H  -1.45  -0.84  0.30  0.23

---

[5]
Computed, not measured: 2 unconnected molecules or ions with the total composition C9H14, with ωB97M-V/def2-TZVPD.

Calculated values
HOMO-LUMO gap   9.936 eV
SMILES string   Cc1ccccc1.CC

Last column: natural (NBO) charge in e.
Element x y z (Å)
C  1.57  0.85  -2.43  -0.61
C  2.11  1.71  -1.32  -0.61
H  2.08  0.83  -3.39  0.21
H  1.61  -0.19  -2.05  0.20
H  0.49  0.93  -2.59  0.21
H  1.53  1.64  -0.38  0.21
H  2.12  2.80  -1.51  0.20
H  3.13  1.41  -1.10  0.20
C  0.30  -2.44  1.02  -0.64
C  -1.71  -1.17  0.15  -0.24
C  -0.60  -1.24  1.00  0.01
C  -2.42  -0.01  0.03  -0.18
C  -2.09  1.12  0.78  -0.24
C  -0.34  -0.18  1.92  -0.23
C  -1.17  0.93  1.80  -0.20
H  -1.82  -2.06  -0.47  0.21
H  -3.26  0.02  -0.65  0.21
H  0.39  -2.83  2.04  0.22
H  1.36  -2.31  0.75  0.23
H  -2.62  2.06  0.77  0.22
H  0.37  -0.34  2.72  0.21
H  -0.94  1.72  2.51  0.21
H  -0.08  -3.26  0.40  0.21

---

[6]
Computed, not measured: 2 unconnected molecules or ions with the total composition C9H14, with ωB97M-V/def2-TZVPD.

Calculated values
HOMO-LUMO gap   9.978 eV
SMILES string   Cc1ccccc1.CC

Last column: natural (NBO) charge in e.
Element x y z (Å)
C  0.43  -1.82  -2.63  -0.60
C  -0.99  -1.37  -2.54  -0.60
H  1.19  -1.03  -2.95  0.20
H  0.76  -2.17  -1.68  0.20
H  0.54  -2.55  -3.39  0.20
H  -1.52  -2.24  -2.11  0.20
H  -1.33  -1.20  -3.57  0.20
H  -1.16  -0.52  -1.99  0.20
C  -0.52  -1.24  1.54  -0.64
C  0.67  2.91  1.24  -0.24
C  1.69  1.86  1.28  -0.19
C  -0.64  2.49  1.36  -0.21
C  1.27  0.55  1.42  -0.25
C  -1.06  1.15  1.42  -0.22
C  -0.04  0.17  1.42  -0.01
H  1.08  3.92  1.10  0.22
H  2.81  2.28  1.17  0.22
H  -1.41  3.31  1.57  0.21
H  1.96  -0.39  1.29  0.21
H  -2.14  0.81  1.54  0.22
H  -1.37  -1.47  0.84  0.23
H  -0.55  -1.56  2.61  0.24
H  0.33  -1.90  1.06  0.20

---

[7]
Computed, not measured: 2 unconnected molecules or ions with the total composition C9H14, with ωB97M-V/def2-TZVPD.

Calculated values
Expectation value of S²   0.766
HOMO-LUMO gap (spin up / spin down)   10.032 / 5.629 eV
2S+1   2
Net charge   +1

Last column: Mulliken spin population.
Element x y z (Å)
C  -2.77  -0.29  0.08  0.00
C  -4.17  -0.80  -0.56  0.00
H  -2.89  -0.27  1.13  0.00
H  -1.83  -0.88  -0.09  0.01
H  -2.54  0.70  -0.36  0.00
H  -4.16  -0.97  -1.61  0.00
H  -4.87  0.17  -0.42  0.00
H  -4.65  -1.53  0.05  0.00
C  2.95  2.04  -0.36  0.03
C  0.77  -1.40  0.56  0.26
C  1.40  -1.32  -0.67  0.09
C  0.91  -0.44  1.55  0.02
C  2.01  -0.13  -1.09  0.06
C  1.71  0.64  1.19  0.18
C  2.15  0.86  -0.10  0.25
H  0.22  -2.30  0.77  0.01
H  1.34  -2.19  -1.30  0.01
H  0.32  -0.50  2.42  0.01
H  2.36  0.06  -2.11  0.00
H  1.99  1.31  1.97  0.00
H  3.79  1.87  -1.04  0.01
H  3.53  2.47  0.57  0.02
H  2.43  2.91  -0.57  0.05

---

[8]
Computed, not measured: a molecular structure, C9H14AlF4INO3, with ωB97M-V/def2-TZVPD.

Calculated values
HOMO-LUMO gap   6.344 eV
Net charge   -1

Last column: natural (NBO) charge in e.
Element x y z (Å)
C  3.28  -0.73  2.55  -0.71
C  2.65  -0.04  1.30  0.35
C  2.73  -0.83  -0.05  -0.71
N  2.10  1.07  1.40  -0.91
Al  0.27  0.87  1.90  1.35
I  -0.88  3.18  1.32  -0.52
C  -0.65  -0.71  1.01  -1.00
C  -2.21  -0.68  0.98  -0.48
C  -2.89  -0.52  2.34  0.98
F  -2.54  -1.44  3.25  -0.33
F  -4.25  -0.69  2.14  -0.37
F  -2.77  0.70  2.88  -0.31
H  3.00  -1.80  2.62  0.20
H  4.39  -0.68  2.44  0.20
H  2.97  -0.16  3.44  0.24
H  3.69  -0.55  -0.54  0.21
H  1.89  -0.51  -0.70  0.23
H  2.73  -1.93  0.09  0.20
H  0.15  0.65  3.48  -0.44
H  -0.32  -0.72  -0.05  0.22
H  -0.27  -1.67  1.44  0.21
H  -2.60  0.04  0.24  0.23
H  -2.55  -1.68  0.60  0.20
C  -0.55  -0.04  -3.59  -0.13
C  -0.86  1.26  -4.27  0.44
O  -1.47  2.02  -3.25  -0.50
C  -0.94  1.56  -2.07  0.96
O  -1.02  2.13  -1.03  -0.53
O  -0.31  0.37  -2.25  -0.48
F  -1.75  1.09  -5.28  -0.34
H  -1.40  -0.73  -3.61  0.20
H  0.32  -0.54  -4.01  0.20
H  0.02  1.79  -4.64  0.15

---

[9]
Computed, not measured: 3 unconnected molecules or ions with the total composition C9H14Cl2FNO9S, with ωB97M-V/def2-TZVPD.

Calculated values
HOMO-LUMO gap   11.081 eV
SMILES string   C[C@@H](Cl)[C@H](Cl)N(O)S(=O)(=O)F.O=C1OCCO1.O=C1OCCO1

Last column: natural (NBO) charge in e.
Element x y z (Å)
C  -0.89  1.26  -0.58  -0.64
C  -1.18  -0.10  0.08  -0.19
Cl  -0.20  -0.27  1.58  -0.06
C  -2.65  -0.14  0.54  -0.09
Cl  -3.02  -1.80  1.13  -0.04
N  -3.51  0.27  -0.56  -0.38
O  -3.95  -0.85  -1.29  -0.54
S  -4.88  1.13  -0.04  2.50
O  -4.58  1.90  1.11  -0.90
O  -5.36  1.82  -1.18  -0.91
F  -5.91  0.05  0.33  -0.45
H  -1.65  1.96  -0.24  0.21
H  0.09  1.65  -0.32  0.27
H  -1.00  1.18  -1.66  0.22
H  -0.96  -0.93  -0.58  0.23
H  -2.74  0.52  1.39  0.27
H  -4.26  -0.50  -2.14  0.49
C  4.05  3.85  -1.80  -0.10
C  2.97  4.81  -1.34  -0.10
O  1.99  3.91  -0.80  -0.49
C  2.61  2.76  -0.45  0.97
O  2.11  1.89  0.18  -0.58
O  3.88  2.75  -0.91  -0.48
H  5.05  4.27  -1.72  0.21
H  3.89  3.51  -2.83  0.19
H  3.31  5.47  -0.55  0.19
H  2.54  5.40  -2.15  0.21
C  0.83  -3.91  1.91  -0.11
C  2.30  -4.17  1.67  -0.10
O  2.31  -5.54  1.26  -0.49
C  1.09  -5.84  0.76  0.97
O  0.82  -6.84  0.18  -0.57
O  0.21  -4.83  1.01  -0.49
H  0.53  -2.89  1.69  0.22
H  0.53  -4.16  2.93  0.18
H  2.70  -3.55  0.86  0.18
H  2.91  -4.03  2.56  0.20

---

no.,largest force on an atom (eV Å⁻¹)
1,2.0
2,3.1
3,1.1
4,5.2
5,2.9
6,3.7
7,4.7
8,2.8
9,1.6